1.
{
  "formula": "C40H100F6N8O12Zn",
  "method": "ωB97M-V/def2-TZVPD",
  "homo_energy_ha": -0.3206,
  "total_charge": 0,
  "de_lowest_ev": 1.610,
  "elements": ["Zn", "C", "O", "O", "C", "F", "F", "F", "C", "C", "H", "H", "H", "H", "H", "H", "C", "O", "O", "C", "F", "F", "F", "C", "C", "H", "H", "H", "H", "H", "H", "C", "C", "C", "O", "C", "N", "H", "H", "H", "H", "H", "H", "H", "H", "H", "H", "H", "C", "C", "C", "O", "C", "N", "H", "H", "H", "H", "H", "H", "H", "H", "H", "H", "H", "C", "C", "C", "O", "C", "N", "H", "H", "H", "H", "H", "H", "H", "H", "H", "H", "H", "C", "C", "C", "O", "C", "N", "H", "H", "H", "H", "H", "H", "H", "H", "H", "H", "H", "C", "C", "C", "O", "C", "N", "H", "H", "H", "H", "H", "H", "H", "H", "H", "H", "H", "C", "C", "C", "O", "C", "N", "H", "H", "H", "H", "H", "H", "H", "H", "H", "H", "H", "C", "C", "C", "O", "C", "N", "H", "H", "H", "H", "H", "H", "H", "H", "H", "H", "H", "C", "C", "C", "O", "C", "N", "H", "H", "H", "H", "H", "H", "H", "H", "H", "H", "H"],
  "coordinates": [[-1.187, -2.034, 3.254], [-2.435, -1.045, 5.912], [-1.185, -0.344, 5.926], [-2.464, -1.760, 4.777], [-2.595, -1.800, 7.276], [-1.944, -2.995, 7.226], [-1.999, -1.161, 8.293], [-3.872, -2.046, 7.562], [-1.176, 1.064, 5.691], [0.226, 1.577, 5.887], [0.601, 1.458, 6.904], [0.917, 1.069, 5.212], [0.291, 2.642, 5.651], [-1.885, 1.603, 6.328], [-1.547, 1.142, 4.662], [-3.172, -0.229, 5.920], [-1.756, 0.453, 1.075], [-0.807, 0.057, 0.100], [-1.720, -0.452, 2.074], [-1.623, 1.969, 1.364], [-1.944, 2.686, 0.275], [-2.470, 2.332, 2.330], [-0.361, 2.304, 1.713], [-1.212, 0.096, -1.271], [0.074, 0.120, -2.109], [-0.028, 0.388, -3.165], [0.746, 0.895, -1.741], [0.555, -0.859, -2.141], [-1.790, 0.981, -1.529], [-1.713, -0.820, -1.592], [-2.753, 0.401, 0.602], [-0.224, -5.051, 1.138], [-0.721, -3.654, 0.750], [-2.237, -3.526, 0.968], [-2.490, -3.450, 2.389], [-3.892, -3.591, 2.647], [-0.032, -2.672, 1.604], [0.665, -5.326, 0.572], [-0.925, -5.887, 1.091], [0.117, -5.116, 2.176], [-0.498, -3.517, -0.312], [-2.767, -4.346, 0.485], [-2.594, -2.578, 0.553], [-4.349, -4.339, 1.994], [-4.397, -2.664, 2.366], [-4.050, -3.871, 3.682], [-0.194, -1.791, 1.096], [0.976, -2.853, 1.462], [-7.347, 5.217, 2.479], [-6.657, 4.506, 1.295], [-5.143, 4.314, 1.523], [-4.592, 5.626, 1.405], [-3.229, 5.667, 1.751], [-7.247, 3.193, 1.053], [-8.191, 5.819, 2.138], [-6.709, 5.966, 2.953], [-7.638, 4.457, 3.204], [-6.808, 5.035, 0.352], [-4.719, 3.663, 0.752], [-4.875, 3.865, 2.484], [-2.811, 6.669, 1.700], [-2.666, 4.985, 1.102], [-3.017, 5.276, 2.754], [-8.250, 3.320, 1.180], [-7.014, 2.596, 1.846], [2.440, 9.061, -2.740], [1.873, 8.485, -1.470], [1.725, 6.971, -1.442], [0.874, 6.554, -0.417], [0.838, 5.165, -0.188], [2.653, 9.009, -0.345], [3.513, 8.953, -2.926], [2.245, 10.132, -2.783], [2.024, 8.649, -3.665], [0.892, 8.959, -1.370], [2.739, 6.548, -1.433], [1.277, 6.657, -2.396], [0.657, 4.681, -1.156], [0.089, 4.909, 0.554], [1.831, 4.815, 0.117], [2.215, 8.873, 0.558], [3.517, 8.476, -0.291], [1.522, -4.711, -3.824], [0.687, -5.413, -2.742], [-0.831, -5.152, -2.821], [-1.005, -3.752, -2.959], [-2.365, -3.374, -2.949], [1.012, -6.843, -2.840], [1.080, -3.768, -4.158], [1.566, -5.312, -4.735], [2.553, -4.573, -3.499], [1.047, -5.117, -1.755], [-1.296, -5.418, -1.867], [-1.274, -5.680, -3.672], [-2.425, -2.315, -3.191], [-2.877, -3.505, -1.987], [-2.939, -3.987, -3.650], [1.966, -6.951, -3.176], [0.596, -7.272, -3.668], [-5.275, 0.844, -0.789], [-5.020, 1.944, -1.809], [-4.821, 1.473, -3.234], [-3.645, 0.691, -3.256], [-3.345, 0.075, -4.473], [-6.223, 2.800, -1.777], [-6.265, 0.389, -0.774], [-5.094, 1.142, 0.246], [-4.515, 0.069, -0.948], [-4.179, 2.544, -1.447], [-4.686, 2.276, -3.971], [-5.695, 0.915, -3.595], [-4.282, -0.322, -4.888], [-2.665, -0.767, -4.350], [-2.951, 0.796, -5.199], [-6.755, 2.697, -0.918], [-5.954, 3.777, -1.815], [3.063, 1.137, 1.199], [3.057, 0.099, 2.353], [4.481, -0.288, 2.761], [5.097, -1.230, 1.931], [6.351, -1.667, 2.387], [2.398, 0.637, 3.546], [3.789, 1.901, 1.492], [2.108, 1.652, 1.122], [3.323, 0.663, 0.252], [2.496, -0.770, 2.005], [4.469, -0.596, 3.815], [5.003, 0.674, 2.877], [6.776, -2.306, 1.613], [6.231, -2.231, 3.318], [7.076, -0.865, 2.556], [2.974, 1.398, 3.900], [1.551, 1.051, 3.185], [2.830, -2.848, -0.903], [3.269, -3.924, 0.095], [4.684, -4.444, -0.171], [5.033, -5.354, 0.847], [6.230, -6.045, 0.587], [3.094, -3.369, 1.459], [3.619, -2.098, -0.996], [1.874, -2.386, -0.674], [2.818, -3.319, -1.887], [2.648, -4.817, -0.006], [5.438, -3.646, -0.138], [4.698, -4.935, -1.152], [6.509, -6.638, 1.455], [7.039, -5.324, 0.411], [6.140, -6.668, -0.307], [3.880, -2.724, 1.581], [3.297, -4.138, 2.094], [5.410, -2.706, -3.291], [5.138, -1.692, -4.368], [3.838, -0.889, -4.152], [3.640, 0.006, -5.209], [2.508, 0.828, -5.027], [6.263, -0.765, -4.443], [6.385, -3.168, -3.476], [4.698, -3.526, -3.231], [5.620, -2.236, -2.326], [5.002, -2.208, -5.322], [3.860, -0.338, -3.200], [3.003, -1.604, -4.083], [1.604, 0.216, -4.964], [2.461, 1.551, -5.839], [2.576, 1.444, -4.122], [6.152, -0.053, -5.159], [6.203, -0.172, -3.616]],
  "atomic_forces_ev_per_a": [[-1.38, 1.36, 0.47], [1.20, 1.85, -1.06], [0.81, -0.35, 1.39], [-0.15, -1.43, -0.35], [1.83, -0.90, -1.09], [-0.45, 0.00, -0.14], [-0.77, 0.45, 0.09], [-0.16, 0.16, 0.21], [-0.70, -0.68, -0.36], [0.39, 0.21, -0.40], [-0.24, -0.18, 0.07], [-0.12, -0.11, 0.23], [-0.19, 0.06, -0.01], [-0.01, -0.17, 0.22], [0.26, 0.65, -0.13], [-0.62, -0.27, 0.07], [-1.27, -2.01, -0.07], [0.50, 0.33, -0.85], [0.29, 1.08, 0.68], [0.65, -1.26, 0.38], [0.11, 0.14, -0.20], [0.14, 0.23, 0.24], [-0.23, 0.32, 0.20], [1.33, 0.10, -0.92], [0.25, 0.28, -0.22], [-0.75, -0.05, 0.04], [0.22, -0.20, 0.36], [0.21, 0.04, 0.38], [-0.32, -0.12, 0.29], [-0.63, 0.08, 0.50], [-0.12, 0.19, -0.20], [0.59, -0.59, 0.63], [-0.86, -1.55, 0.85], [0.67, 1.06, 0.20], [-0.28, -1.23, -0.89], [-0.38, 0.33, -0.35], [0.38, 0.68, -1.23], [-0.08, -0.03, -0.24], [-0.30, 0.30, -0.54], [-0.12, 0.48, 0.09], [-0.12, 0.35, -0.02], [-0.05, -0.19, 0.27], [-0.03, 0.02, -0.19], [0.39, -0.34, 0.07], [0.03, 0.21, 0.47], [0.14, 0.31, 0.07], [0.12, 0.35, 0.43], [0.00, 0.07, 0.86], [0.54, 0.54, -0.54], [0.45, -0.33, 0.49], [-0.32, 1.07, -0.70], [0.09, -0.03, 0.44], [0.57, -0.92, 0.05], [-0.65, -0.46, 0.68], [-0.34, -0.44, 0.03], [0.27, -0.25, 0.04], [-0.15, 0.19, 0.14], [0.30, 0.41, 0.20], [-0.05, -0.05, -0.14], [-0.30, 0.06, 0.24], [-0.35, 0.12, -0.25], [0.12, 0.27, -0.24], [-0.38, 0.13, 0.21], [-0.06, -0.18, -0.34], [0.14, -0.11, -0.13], [0.43, 0.12, -1.44], [-0.37, 0.54, 0.95], [-0.26, 0.11, -1.33], [-0.04, 0.60, 1.05], [0.92, 0.05, -1.05], [0.51, -0.16, 0.14], [0.12, -0.18, 0.67], [0.02, 0.00, 0.18], [-0.44, -0.15, 0.25], [-0.21, -0.40, 0.05], [-0.01, -0.30, 0.45], [0.07, -0.09, -0.14], [-0.40, -0.33, 0.18], [-0.06, 0.15, -0.06], [-0.06, -0.07, 0.32], [-0.35, -0.11, -0.18], [0.12, 0.20, -0.02], [-0.70, 0.63, -0.49], [0.70, -0.45, -0.84], [0.95, 0.57, 0.37], [-0.15, 0.17, 0.01], [-0.19, -0.16, -0.02], [-0.22, -1.10, -0.32], [0.29, 0.20, 0.37], [-0.12, -0.22, 0.08], [-0.03, 0.10, 0.04], [-0.16, 0.32, 0.02], [-0.11, -0.62, -0.14], [-0.14, -0.11, 0.06], [0.02, -0.17, -0.14], [0.35, -0.11, 0.30], [0.00, 0.20, -0.29], [0.37, 0.37, 0.81], [-0.85, 0.29, 0.26], [1.30, -1.04, 0.21], [-1.71, 0.92, 0.95], [0.54, -0.22, -0.39], [0.61, -0.57, 0.65], [-1.02, 0.21, -0.55], [0.06, 0.47, -0.60], [-0.09, 0.14, -0.57], [-0.05, 0.54, -0.12], [-0.28, -0.25, -0.07], [0.40, -0.31, -0.33], [-0.17, 0.44, 0.38], [-0.02, -0.23, 0.26], [0.12, -0.15, -0.21], [0.15, 0.33, 0.18], [0.17, -0.08, 0.00], [0.24, -0.10, 0.08], [-0.10, 0.01, -0.17], [0.33, -0.30, 0.80], [0.11, 0.14, -0.78], [-0.60, 0.77, 1.25], [-0.07, 0.56, -0.55], [0.33, -0.27, 0.14], [0.31, -0.32, -0.48], [0.14, 0.05, -0.40], [-0.21, -0.27, -0.16], [0.11, 0.20, -0.07], [0.07, -0.19, 0.24], [-0.23, -0.75, -0.09], [0.62, -0.07, -0.71], [-0.12, -0.12, 0.07], [0.12, -0.05, 0.00], [-0.25, 0.25, 0.01], [-0.18, 0.12, 0.10], [-0.34, 0.28, 0.34], [1.09, -0.87, -0.52], [-0.22, 0.50, 0.46], [0.08, 0.21, 0.21], [-0.49, -0.43, 0.30], [0.27, 0.50, -0.24], [0.43, -0.74, -0.47], [-0.20, 0.30, 0.31], [-0.02, -0.07, 0.07], [-0.42, 0.22, -0.10], [-0.30, 0.08, 0.09], [-0.14, 0.27, -0.35], [0.16, 0.02, -0.08], [-0.25, -0.09, 0.00], [0.09, -0.03, -0.05], [0.00, -0.15, 0.05], [-0.39, 0.17, 0.20], [-0.07, 0.10, 0.18], [1.12, -0.34, 0.30], [-0.79, 1.20, -0.42], [-0.20, -0.96, 0.43], [0.17, 0.28, -0.31], [0.14, 0.16, 0.19], [0.47, 0.50, 0.26], [-0.08, -0.07, -0.43], [-0.26, 0.26, 0.16], [-0.67, 0.08, 0.13], [0.28, 0.06, -0.10], [0.19, -0.03, 0.11], [-0.18, 0.08, -0.02], [-0.15, 0.11, -0.13], [-0.07, -0.32, -0.28], [0.11, -0.24, 0.25], [-0.28, -0.48, -0.45], [0.27, -0.32, 0.26]],
  "mulliken_charge": [-0.299, 0.022, -0.475, -0.279, 0.881, -0.283, -0.258, -0.272, 0.206, -1.068, 0.377, -0.002, 0.419, 0.335, 0.025, 0.286, -0.844, 0.742, 0.324, 0.571, -0.323, -0.122, -0.163, 0.763, -1.456, 0.470, 0.291, 0.002, 0.021, -0.342, -0.413, -1.744, 2.285, -1.328, -0.138, -0.824, -0.012, 0.197, 0.377, 0.427, -0.148, 0.880, 0.230, 0.377, 0.270, 0.230, 0.221, -0.633, -1.430, 0.287, -0.053, -0.383, -0.451, -0.580, 0.363, 0.348, 0.337, 0.253, -0.184, 0.314, 0.341, 0.003, 0.308, 0.226, 0.255, -1.459, 0.527, -0.768, -0.306, -0.651, -0.715, 0.328, 0.335, 0.380, 0.270, 0.290, 0.380, 0.337, 0.166, 0.343, 0.275, 0.258, -1.712, 2.744, -0.867, -0.185, -0.161, -0.829, 0.255, 0.406, 0.477, -1.635, 0.218, 0.631, -0.452, 0.119, 0.443, 0.312, 0.296, -1.290, 1.442, -1.203, -0.005, -0.686, -0.740, 0.503, 0.242, 0.178, -0.296, 0.371, 0.413, 0.398, 0.038, 0.280, 0.258, 0.324, -1.248, 1.954, -1.345, -0.248, -0.926, -0.632, 0.470, 0.304, 0.152, -1.115, 0.455, 0.495, 0.198, 0.353, 0.364, 0.269, 0.383, 0.529, 0.963, -1.342, -0.409, -0.805, -0.200, 0.418, -0.567, -0.842, 0.034, 0.325, 0.662, 0.292, 0.303, 0.302, 0.009, 0.367, -1.008, 0.396, 0.171, -0.427, -0.649, -0.784, 0.428, 0.102, 0.059, 0.316, 0.035, -0.063, 0.232, 0.340, 0.279, 0.338, 0.281]
}



2.
{
  "formula": "C16H23BrN3O3",
  "method": "ωB97M-V/def2-TZVPD",
  "homo_energy_ha": -0.4118,
  "total_charge": 1,
  "elements": ["C", "C", "H", "H", "O", "C", "O", "N", "C", "H", "C", "N", "C", "H", "H", "C", "O", "N", "C", "C", "C", "C", "C", "C", "H", "Br", "C", "H", "H", "H", "H", "H", "H", "C", "H", "C", "H", "H", "H", "H", "H", "H", "H", "H", "H", "H"],
  "coordinates": [[-7.057, -2.976, -0.181], [-5.445, -2.815, -0.271], [-4.968, -3.344, -1.052], [-5.131, -3.065, 0.693], [-5.194, -1.644, -0.782], [-5.333, -0.645, 0.395], [-5.634, -0.885, 1.666], [-4.985, 0.719, -0.245], [-4.550, 1.012, -1.553], [-5.263, 1.359, -2.083], [-3.396, 2.196, -1.350], [-2.750, 1.890, -0.182], [-1.231, 2.076, -0.137], [-0.982, 2.968, -0.847], [-1.079, 2.809, 0.763], [-0.475, 0.919, 0.116], [-1.002, -0.257, 0.062], [0.873, 1.065, 0.066], [2.027, 0.236, -0.059], [1.628, -1.186, 0.162], [2.665, -2.133, -0.030], [3.920, -1.618, 0.193], [4.268, -0.224, 0.054], [3.175, 0.628, 0.155], [3.459, 1.805, -0.291], [6.141, 0.352, -0.047], [5.174, -2.875, 0.052], [5.836, -2.358, 0.891], [4.715, -3.747, 0.194], [5.821, -2.604, -0.760], [2.509, -3.074, 0.043], [0.612, -1.619, -0.061], [1.303, 2.105, -0.009], [-3.517, 2.120, 1.023], [-3.151, 1.727, 1.966], [-4.912, 2.018, 0.820], [-5.505, 2.643, 0.180], [-5.431, 1.518, 1.978], [-3.449, 3.379, 1.145], [-2.603, 0.858, 0.107], [-2.560, 1.753, -2.031], [-3.836, 3.100, -1.174], [-4.267, 0.009, -1.884], [-7.604, -2.492, 0.530], [-7.457, -3.952, -0.130], [-7.366, -2.768, -1.246]],
  "atomic_forces_ev_per_a": [[2.38, -1.42, -4.68], [-4.66, -4.61, 0.38], [-0.07, -2.47, -0.33], [1.47, 0.04, 1.40], [0.68, 8.80, 4.06], [0.28, 1.51, 0.85], [2.02, 1.56, -8.30], [-2.17, -2.30, 6.99], [5.09, -1.76, 4.11], [-4.89, 2.61, -4.06], [0.56, -6.83, -4.07], [4.50, -4.86, 5.33], [-2.46, 8.79, 1.93], [0.06, -2.52, 0.19], [-0.25, -1.41, -0.76], [2.96, -7.05, -2.46], [-0.19, 3.93, 0.93], [1.44, 5.69, -0.52], [-12.57, -7.58, 2.21], [0.98, -0.95, -3.68], [-0.70, 8.49, 2.46], [5.46, -1.53, -2.99], [0.06, -3.13, 1.56], [10.73, 7.72, -2.79], [-0.92, -2.95, 2.02], [-1.79, -0.37, 0.15], [0.88, 9.34, 2.61], [-1.16, -2.28, -0.92], [-1.15, -3.54, 0.49], [-0.33, -0.67, -1.07], [-1.13, -6.25, 0.02], [1.04, 1.30, 0.80], [-2.01, -2.73, 0.37], [1.68, 8.04, 1.92], [0.42, -0.55, -0.51], [-4.65, -7.21, 0.64], [-0.02, 1.19, 0.81], [1.13, 1.99, -4.05], [0.37, -2.80, 0.32], [-0.74, -0.37, -2.20], [-1.88, 2.55, -0.51], [-0.72, 2.94, -1.17], [0.89, 0.60, -0.90], [-0.79, 2.18, 1.89], [0.35, -1.73, 0.43], [-0.14, 0.61, 1.13]],
  "nbo_charge": [-0.658, -0.070, 0.197, 0.193, -0.503, 0.897, -0.597, -0.518, -0.191, 0.188, -0.267, -0.431, -0.335, 0.298, 0.272, 0.589, -0.617, -0.538, 0.086, -0.189, -0.194, 0.023, -0.069, -0.246, 0.213, 0.095, -0.601, 0.228, 0.206, 0.234, 0.203, 0.259, 0.402, -0.272, 0.275, -0.255, 0.236, 0.325, 0.202, 0.519, 0.272, 0.233, 0.256, 0.220, 0.224, 0.203]
}